Entry from the OMol25 dataset: the ion C2H5FNO with charge -1 (ωB97M-V with the def2-TZVPD basis set).

## Properties
lowest unoccupied orbital energy = 4.68 eV
ΔE to the lowest compared entry with this formula, charge and spin = 99.80 kcal/mol
charge = -1
total energy = -308.9632 hartree
E_HOMO = -0.932 eV

Cartesian coordinates (Å):
F -1.6313 -0.7421 1.0892
O 1.8824 -0.6385 0.2102
N 1.2716 0.3453 -0.6569
C 0.1050 0.7878 0.1049
C -1.0811 -0.2053 -0.0983
H -0.7945 -1.0493 -0.7261
H -1.8879 0.3336 -0.6263
H 1.9163 -1.4789 -0.2530
H 0.4107 0.8491 1.1673
H -0.1912 1.7983 -0.2111

Cartesian forces (eV/Å) of the 2 atoms listed first:
-0.214 0.055 0.154
0.619 -0.743 1.092

Results of the Löwdin charge analysis, in e, for atoms 1 through 8:
1 F -0.14
2 O -0.28
3 N -0.29
4 C -0.38
5 C -0.23
6 H 0.08
7 H 0.08
8 H 0.01